Record 1
A molecular structure, C18H29IrN2O2P2 in a non-equilibrium geometry. Source: the OMol25 dataset; level of theory: wB97M-V/def2-TZVPD.

Positions of all 54 atoms, in Å:
1 C 2.975 1.057 -2.725
2 C 1.928 1.014 -1.797
3 N 1.737 -0.119 -1.057
4 C 2.568 -1.163 -1.154
5 C 3.658 -1.137 -2.030
6 C 3.855 -0.008 -2.840
7 C 1.004 2.145 -1.579
8 P 0.269 2.096 0.097
9 Ir 0.052 -0.183 0.306
10 P 0.536 -2.429 0.233
11 C 2.312 -2.385 -0.303
12 C -1.590 -0.214 1.550
13 C -1.574 0.532 2.733
14 C -2.730 0.587 3.520
15 C -3.875 -0.127 3.151
16 C -3.861 -0.899 1.984
17 C -2.718 -0.949 1.180
18 O -1.009 2.182 -3.210
19 O -2.456 0.909 -1.674
20 H 3.078 1.967 -3.316
21 H 4.303 -1.998 -2.064
22 H 4.681 0.022 -3.538
23 C 1.436 2.896 1.218
24 C -1.228 3.100 0.121
25 H 2.546 -3.305 -0.852
26 H 2.929 -2.362 0.611
27 H -0.024 2.129 -2.499
28 H 1.487 3.115 -1.750
29 C 0.499 -3.369 1.777
30 C -0.308 -3.393 -1.048
31 H -0.664 1.050 3.033
32 H -2.725 1.188 4.429
33 H -4.771 -0.087 3.770
34 H -4.744 -1.465 1.688
35 H -2.685 -1.566 0.282
36 H -1.726 0.280 -1.067
37 H -3.344 0.796 -1.309
38 H -1.810 1.612 -2.619
39 H -0.868 1.700 -4.038
40 H -0.943 -0.528 -0.944
41 H 1.629 3.925 0.886
42 H 0.995 2.900 2.223
43 H 2.372 2.324 1.255
44 H -0.988 4.121 -0.201
45 H -1.985 2.661 -0.541
46 H -1.615 3.110 1.146
47 H 0.144 -4.392 -1.124
48 H -1.368 -3.476 -0.775
49 H -0.223 -2.866 -2.007
50 H 0.800 -4.409 1.593
51 H 1.175 -2.893 2.498
52 H -0.526 -3.339 2.166
53 N 2.076 -0.193 2.748
54 C 1.314 -0.163 1.861

Results
E_HOMO (alpha / beta)   -7.70 / -12.12 eV
Energy above the lowest of the compared OMol25 structures with the same formula, charge and spin   0.00 kcal per mole
2S+1   6
Net charge   +1
LUMO level (alpha / beta)   -2.212 / -6.148 eV
Frontier orbital gap (alpha / beta)   5.492 / 5.971 eV

=====

Record 2
A molecular structure, C18H29N2NdO3P2 in a non-equilibrium geometry. Source: the OMol25 dataset; level of theory: wB97M-V/def2-TZVPD.

Positions of all 55 atoms, in Å:
1 C -0.770 3.882 -1.491
2 C -0.840 2.528 -1.091
3 N 0.002 2.070 -0.102
4 C 0.913 2.913 0.452
5 C 0.945 4.269 0.134
6 C 0.091 4.767 -0.849
7 C -1.820 1.650 -1.750
8 P -2.438 0.167 -0.880
9 Nd -0.167 -0.346 0.712
10 P 2.469 0.626 1.366
11 C 1.898 2.406 1.494
12 C -0.048 -2.856 0.572
13 C -1.083 -3.438 1.285
14 C -1.018 -4.838 1.492
15 C 0.048 -5.585 0.981
16 C 1.076 -4.949 0.254
17 C 1.030 -3.540 0.054
18 O -0.730 0.677 -3.880
19 O -0.100 -1.350 -2.868
20 H -1.465 4.215 -2.264
21 H 1.674 4.894 0.641
22 H 0.127 5.817 -1.134
23 C -3.896 0.806 -0.004
24 C -3.125 -0.952 -2.141
25 H 2.818 3.009 1.460
26 H 1.469 2.519 2.506
27 H -1.144 1.122 -3.111
28 H -2.667 2.208 -2.138
29 C 3.173 0.348 3.022
30 C 3.948 0.808 0.306
31 H -1.905 -2.843 1.675
32 H -1.818 -5.334 2.060
33 H 0.087 -6.659 1.140
34 H 1.901 -5.525 -0.153
35 H 1.805 -3.018 -0.490
36 H 0.691 -0.908 -1.422
37 H 0.285 -2.219 -3.065
38 H -0.275 -0.487 -3.409
39 H -0.079 1.166 -4.333
40 H 1.294 -0.768 -0.998
41 H -4.697 1.026 -0.745
42 H -4.233 0.027 0.684
43 H -3.635 1.699 0.554
44 H -3.920 -0.427 -2.718
45 H -2.325 -1.315 -2.784
46 H -3.570 -1.803 -1.609
47 H 4.750 1.352 0.839
48 H 4.303 -0.200 0.054
49 H 3.687 1.332 -0.621
50 H 4.155 0.841 3.117
51 H 2.483 0.714 3.784
52 H 3.303 -0.740 3.131
53 O -0.850 0.163 5.294
54 C -0.888 0.079 4.101
55 N -0.918 0.001 2.884

Results
E_HOMO (alpha / beta)   -7.31 / -7.31 eV
Energy above the lowest of the compared OMol25 structures with the same formula, charge and spin   0.00 kcal per mole
2S+1   4
LUMO level (alpha / beta)   0.196 / 0.229 eV
Frontier orbital gap (alpha / beta)   7.502 / 7.539 eV

=====

Record 3
A molecular structure, C18H29N2O2P2SeTl in a non-equilibrium geometry. Source: the OMol25 dataset; level of theory: wB97M-V/def2-TZVPD.

Positions of all 55 atoms, in Å:
1 C 0.756 -2.550 3.428
2 C 0.595 -1.427 2.564
3 N -0.461 -1.434 1.692
4 C -1.388 -2.391 1.674
5 C -1.305 -3.465 2.577
6 C -0.208 -3.564 3.445
7 C 1.393 -0.248 2.705
8 P 1.040 1.236 1.830
9 Tl -0.278 0.425 -0.466
10 P -2.032 -1.534 -0.938
11 C -2.539 -2.280 0.675
12 C 0.002 2.108 -2.082
13 C -0.325 3.380 -1.705
14 C -0.218 4.403 -2.668
15 C 0.211 4.097 -3.974
16 C 0.501 2.762 -4.324
17 C 0.404 1.744 -3.339
18 O 4.288 -3.138 2.136
19 O 4.759 0.951 -2.137
20 H 1.611 -2.602 4.082
21 H -2.119 -4.206 2.554
22 H -0.125 -4.427 4.114
23 C 0.192 2.334 3.046
24 C 2.631 2.049 1.410
25 H -2.919 -3.294 0.462
26 H -3.336 -1.615 1.064
27 H 4.770 -2.306 2.118
28 H 2.018 -0.203 3.611
29 C -3.595 -1.123 -1.757
30 C -1.434 -2.995 -1.874
31 H -0.703 3.587 -0.715
32 H -0.452 5.433 -2.393
33 H 0.284 4.907 -4.720
34 H 0.819 2.544 -5.353
35 H 0.617 0.717 -3.619
36 H 0.086 -0.935 -2.297
37 H 3.879 0.708 -2.521
38 H 4.833 0.321 -1.409
39 H 4.429 -3.419 1.229
40 H 0.643 -1.201 -2.795
41 H 0.820 2.632 3.894
42 H -0.141 3.222 2.503
43 H -0.701 1.844 3.449
44 H 3.335 2.044 2.262
45 H 3.107 1.530 0.544
46 H 2.396 3.100 1.166
47 H -2.260 -3.711 -2.012
48 H -1.097 -2.643 -2.861
49 H -0.586 -3.446 -1.327
50 H -4.093 -2.059 -2.039
51 H -4.220 -0.511 -1.088
52 H -3.344 -0.539 -2.653
53 Se -5.058 1.518 0.644
54 C -3.320 1.765 0.981
55 N -2.162 1.907 1.205

Results
E_HOMO   -6.42 eV
2S+1   1
LUMO level   -1.338 eV
Frontier orbital gap   5.085 eV

=====

What is the 2S+1 in the third record? 1

=====

Repeat the first record exactly.
A molecular structure, C18H29IrN2O2P2 in a non-equilibrium geometry. Source: the OMol25 dataset; level of theory: wB97M-V/def2-TZVPD.

Positions of all 54 atoms, in Å:
1 C 2.975 1.057 -2.725
2 C 1.928 1.014 -1.797
3 N 1.737 -0.119 -1.057
4 C 2.568 -1.163 -1.154
5 C 3.658 -1.137 -2.030
6 C 3.855 -0.008 -2.840
7 C 1.004 2.145 -1.579
8 P 0.269 2.096 0.097
9 Ir 0.052 -0.183 0.306
10 P 0.536 -2.429 0.233
11 C 2.312 -2.385 -0.303
12 C -1.590 -0.214 1.550
13 C -1.574 0.532 2.733
14 C -2.730 0.587 3.520
15 C -3.875 -0.127 3.151
16 C -3.861 -0.899 1.984
17 C -2.718 -0.949 1.180
18 O -1.009 2.182 -3.210
19 O -2.456 0.909 -1.674
20 H 3.078 1.967 -3.316
21 H 4.303 -1.998 -2.064
22 H 4.681 0.022 -3.538
23 C 1.436 2.896 1.218
24 C -1.228 3.100 0.121
25 H 2.546 -3.305 -0.852
26 H 2.929 -2.362 0.611
27 H -0.024 2.129 -2.499
28 H 1.487 3.115 -1.750
29 C 0.499 -3.369 1.777
30 C -0.308 -3.393 -1.048
31 H -0.664 1.050 3.033
32 H -2.725 1.188 4.429
33 H -4.771 -0.087 3.770
34 H -4.744 -1.465 1.688
35 H -2.685 -1.566 0.282
36 H -1.726 0.280 -1.067
37 H -3.344 0.796 -1.309
38 H -1.810 1.612 -2.619
39 H -0.868 1.700 -4.038
40 H -0.943 -0.528 -0.944
41 H 1.629 3.925 0.886
42 H 0.995 2.900 2.223
43 H 2.372 2.324 1.255
44 H -0.988 4.121 -0.201
45 H -1.985 2.661 -0.541
46 H -1.615 3.110 1.146
47 H 0.144 -4.392 -1.124
48 H -1.368 -3.476 -0.775
49 H -0.223 -2.866 -2.007
50 H 0.800 -4.409 1.593
51 H 1.175 -2.893 2.498
52 H -0.526 -3.339 2.166
53 N 2.076 -0.193 2.748
54 C 1.314 -0.163 1.861

Results
E_HOMO (alpha / beta)   -7.70 / -12.12 eV
Energy above the lowest of the compared OMol25 structures with the same formula, charge and spin   0.00 kcal per mole
2S+1   6
Net charge   +1
LUMO level (alpha / beta)   -2.212 / -6.148 eV
Frontier orbital gap (alpha / beta)   5.492 / 5.971 eV

=====

Number 1 is which compound? C18H29IrN2O2P2

=====

Which value of 2S+1 does entry 1 give? 6